Entry 1:
Entry from the OMol25 dataset: a 7-piece molecular cluster, C16H27F9O26S7Si overall in a non-equilibrium geometry (ωB97M-V/def2-TZVPD).

Each line ends with the Löwdin charge.
Geometry (Å):
1 S 2.857 0.529 0.779  0.567
2 S -4.713 -2.315 -7.284  0.603
3 S -4.617 -4.504 -0.927  0.609
4 S -0.014 4.911 5.318  0.602
5 S -5.736 -0.231 2.566  0.621
6 S 6.419 4.321 -2.638  0.610
7 S 7.633 -3.694 1.904  0.603
8 Si 4.413 1.531 -0.473  0.720
9 F -1.551 2.879 -0.897  0.215
10 F -1.796 2.397 1.136  0.229
11 F 1.878 -1.054 -0.971  0.139
12 F -1.211 0.545 -1.623  0.211
13 F -2.234 0.177 0.178  0.152
14 F -0.243 -1.472 -0.020  0.150
15 F 1.441 0.978 -1.359  0.113
16 F 0.162 2.594 0.330  0.176
17 F 0.059 -0.078 1.555  0.185
18 O 6.253 -4.360 1.418  -0.188
19 O 0.709 6.078 5.666  -0.217
20 O -5.477 0.373 4.029  -0.180
21 O -4.932 -2.943 -0.713  -0.179
22 O 8.535 -4.719 2.278  -0.215
23 O -5.322 -5.262 0.038  -0.211
24 O -0.325 4.937 3.743  -0.184
25 O 6.951 3.553 -3.940  -0.180
26 O -4.434 -1.717 -5.818  -0.190
27 O -4.712 -4.781 -2.317  -0.231
28 O -5.752 -3.460 -6.849  -0.187
29 O 7.985 -2.682 0.976  -0.221
30 O 3.426 -0.638 1.392  -0.348
31 O -3.521 -2.928 -7.744  -0.220
32 O -1.198 4.528 5.997  -0.222
33 O 7.531 4.678 -1.842  -0.196
34 O -6.791 -1.361 2.988  -0.178
35 O 2.465 1.518 1.762  -0.368
36 O -5.408 -1.349 -8.053  -0.218
37 O 7.071 -3.000 3.239  -0.187
38 O -4.539 -0.866 2.131  -0.239
39 O 1.004 3.670 5.307  -0.185
40 O -3.064 -4.470 -0.512  -0.174
41 O -6.399 0.732 1.772  -0.199
42 O 5.859 5.628 -3.375  -0.179
43 O 5.309 3.607 -2.101  -0.328
44 C 0.894 2.970 4.058  -0.165
45 C 0.564 4.048 3.052  -0.163
46 C -1.063 2.166 0.091  -0.598
47 C -6.420 -0.174 4.960  -0.158
48 C -6.751 -1.546 4.409  -0.159
49 C -5.680 -3.650 -5.429  -0.168
50 C -1.094 0.670 -0.332  -0.369
51 C 0.069 -0.198 0.243  -0.378
52 C 6.511 4.232 -5.124  -0.158
53 C 6.382 5.682 -4.710  -0.157
54 C -5.353 -2.283 -4.874  -0.162
55 C -3.809 -2.312 -0.066  -0.183
56 C 5.262 -4.240 2.444  -0.164
57 C 1.470 0.060 -0.404  -0.532
58 C -2.615 -3.106 -0.490  -0.168
59 C 5.638 -2.983 3.198  -0.163
60 H -2.300 -2.837 -1.503  0.138
61 H -7.702 -1.924 4.771  0.138
62 H 4.126 1.152 -1.867  -0.047
63 H -3.957 -2.373 0.998  0.098
64 H -6.240 -1.646 -4.835  0.135
65 H 7.228 4.090 -5.929  0.138
66 H -4.881 -4.364 -5.220  0.130
67 H -4.902 -2.335 -3.886  0.121
68 H -3.736 -1.277 -0.367  0.117
69 H -1.785 -2.986 0.193  0.121
70 H 4.087 2.947 -0.341  -0.048
71 H 5.323 -5.122 3.085  0.133
72 H 5.546 3.814 -5.419  0.135
73 H 4.269 -4.179 2.007  0.134
74 H -7.300 0.472 4.977  0.136
75 H 1.820 2.454 3.827  0.110
76 H 7.355 6.176 -4.675  0.136
77 H -5.986 -0.220 5.955  0.138
78 H 0.084 2.242 4.146  0.137
79 H 1.456 4.610 2.766  0.141
80 H -5.963 -2.267 4.637  0.135
81 H 0.087 3.654 2.165  0.097
82 H 5.714 6.243 -5.358  0.138
83 H 5.228 -2.961 4.204  0.137
84 H -6.620 -4.039 -5.050  0.138
85 H 5.749 1.150 -0.014  -0.041
86 H 5.323 -2.088 2.657  0.116

Properties
max |F|: 0.048 Eh/bohr
E_tot: -178438.8106 eV
net charge: 0
SMILES string: O=S(=O)([SiH3])C(F)(F)C(F)(F)C(F)(F)C(F)(F)F.O=S1(=O)OCCO1.O=S1(=O)OCCO1.O=S1(=O)OCCO1.O=S1(=O)OCCO1.O=S1(=O)OCCO1.O=S1(=O)OCCO1
spin multiplicity: 1
frontier orbital gap: 10.96 eV

=====

Entry 2:
Entry from the OMol25 dataset: one molecule with the formula C7H16OS in a non-equilibrium geometry (ωB97M-V/def2-TZVPD).

Each line ends with the Löwdin charge.
Geometry (Å):
1 S -2.784 0.960 -0.121  0.828
2 O -1.946 1.533 -1.205  -0.546
3 C 1.564 -1.048 0.361  -0.218
4 C -1.181 -1.216 -0.083  -0.204
5 C -1.621 0.012 0.801  -0.395
6 C 1.825 -0.470 -1.040  -0.258
7 C 3.145 0.341 -1.121  -0.125
8 C 0.259 -1.889 0.235  -0.200
9 C -2.799 2.390 1.076  -0.256
10 H 0.117 -2.659 1.013  0.096
11 H -1.907 -2.011 -0.308  0.104
12 H 1.943 -1.318 -1.775  0.129
13 H 0.933 0.057 -1.207  0.069
14 H 3.008 1.165 -1.892  0.082
15 H 4.089 -0.244 -1.165  0.072
16 H 0.418 -2.622 -0.553  0.088
17 H -3.412 2.218 2.000  0.052
18 H -3.272 3.400 0.581  0.112
19 H -1.718 2.477 1.250  0.025
20 H -1.958 -0.317 1.789  0.096
21 H 3.440 1.047 -0.320  0.061
22 H 1.350 -0.358 1.158  0.092
23 H 2.520 -1.540 0.609  0.113
24 H -0.902 0.842 1.054  0.083
25 H -1.111 -0.746 -1.138  0.098

Properties
max |F|: 0.070 Eh/bohr
E_tot: -20398.6484 eV
net charge: 0
spin multiplicity: 1
ΔE to the lowest compared entry with this formula, charge and spin: 63.0 kcal per mole
frontier orbital gap: 9.89 eV

=====

Entry 3:
Entry from the OMol25 dataset: one molecule with the formula C5H6BrFO4 in a non-equilibrium geometry (ωB97M-V/def2-TZVPD).

Each line ends with the Löwdin spin population.
Geometry (Å):
1 Br 2.317 0.785 -2.031  1.115
2 F 0.234 -0.719 -2.993  0.035
3 O -0.072 0.899 2.863  0.003
4 O -1.153 1.808 -2.183  0.146
5 O -0.896 -1.568 -0.492  0.037
6 O -0.374 1.261 -0.184  0.041
7 C -0.390 -0.067 1.954  0.003
8 C 0.290 0.190 0.555  0.004
9 C 0.327 -0.942 -0.432  0.054
10 C -0.467 1.124 -1.524  0.126
11 C 0.507 -0.018 -1.839  0.434
12 H -0.970 -2.070 -1.344  0.002
13 H -1.490 -0.215 1.994  0.000
14 H 1.093 -1.640 -0.077  0.001
15 H -0.556 1.727 2.747  0.000
16 H 0.185 -0.917 2.220  0.000
17 H 1.417 0.363 0.764  0.000

Properties
max |F|: 0.109 Eh/bohr
E_tot: -86225.9063 eV
net charge: 0
spin multiplicity: 3
frontier orbital gap (spin up / spin down): 6.39 / 5.69 eV

=====

Entry 4:
Entry from the OMol25 dataset: one molecule with the formula C5H10O in a non-equilibrium geometry (ωB97M-V/def2-TZVPD).

Each line ends with the Löwdin charge.
Geometry (Å):
1 O -1.264 0.423 -1.626  0.008
2 C -1.041 -0.986 0.637  -0.032
3 C -1.656 0.898 -0.379  -0.185
4 C -0.525 -0.062 -0.500  -0.417
5 C 0.913 0.511 -0.528  -0.169
6 C 2.020 -0.297 0.155  -0.113
7 H 0.850 1.507 -0.071  0.108
8 H 2.160 -1.272 -0.325  0.079
9 H 1.808 -0.466 1.215  0.064
10 H -1.331 1.800 0.122  0.118
11 H 2.979 0.234 0.102  0.072
12 H -1.547 -0.406 1.447  0.086
13 H -1.762 -1.736 0.321  0.089
14 H -2.663 0.548 -0.111  0.119
15 H 1.225 0.702 -1.567  0.119
16 H -0.166 -1.401 1.108  0.052

Properties
max |F|: 0.043 Eh/bohr
E_tot: -7391.5882 eV
net charge: 0
SMILES string: CC[C@@]1(C)CO1
spin multiplicity: 1
ΔE to the lowest compared entry with this formula, charge and spin: 73.3 kcal per mole
frontier orbital gap: 10.01 eV

=====

Entry 5:
Entry from the OMol25 dataset: C18H47AlFN6O5P2 as an isolated structure in a non-equilibrium geometry (ωB97M-V/def2-TZVPD).

Each line ends with the Löwdin charge.
Geometry (Å):
1 P 1.259 -0.916 4.315  0.614
2 P 0.337 0.278 -5.448  0.624
3 Al -3.348 -1.089 1.132  0.300
4 F -2.221 -1.869 -1.559  -0.132
5 O -3.721 2.758 3.068  0.017
6 O -4.529 1.887 1.155  0.124
7 O 0.501 0.267 -3.969  -0.279
8 O 1.402 -1.005 2.845  -0.274
9 O -2.932 4.574 2.011  0.123
10 N 1.914 0.116 -6.049  -0.310
11 N -0.503 -0.333 -6.777  -0.291
12 N 0.300 -0.370 5.589  -0.282
13 N -0.275 1.886 -5.677  -0.327
14 N 0.985 -2.579 4.721  -0.326
15 N 2.740 -0.321 4.878  -0.310
16 C -1.830 0.186 -7.147  -0.106
17 C -3.554 0.293 2.674  -0.187
18 C 3.446 -0.754 6.060  -0.136
19 C -0.892 -1.121 6.023  -0.099
20 C 0.214 -3.290 3.703  -0.135
21 C -1.255 -1.036 -0.970  -0.325
22 C 2.742 -0.941 -5.497  -0.132
23 C 3.323 0.814 4.189  -0.131
24 C -1.345 3.014 2.864  0.016
25 C -1.184 2.295 -4.609  -0.142
26 C -1.382 -0.983 0.535  -0.277
27 C -2.717 3.552 2.595  -0.544
28 C 0.595 2.973 -6.073  -0.141
29 C 0.182 1.097 5.694  -0.107
30 C 2.052 -3.399 5.252  -0.142
31 C -3.994 1.615 2.176  -0.491
32 C -0.316 -1.782 -7.012  -0.107
33 C 2.505 0.844 -7.146  -0.137
34 H -0.262 -1.334 -1.311  0.092
35 H -1.480 -1.524 5.199  0.076
36 H -1.074 2.366 2.028  0.099
37 H 2.911 1.809 -6.830  0.070
38 H -0.250 -4.167 4.161  0.083
39 H -1.821 3.105 -4.976  0.081
40 H 1.451 3.114 -5.395  0.088
41 H 1.687 -4.421 5.373  0.078
42 H 2.886 0.918 3.197  0.071
43 H 0.828 -3.612 2.855  0.085
44 H 3.329 0.267 -7.574  0.077
45 H -4.363 -0.751 -0.069  -0.085
46 H 3.763 -0.592 -5.322  0.081
47 H 4.064 -1.637 5.872  0.070
48 H 0.994 1.493 6.312  0.076
49 H -1.541 -0.463 6.600  0.074
50 H -0.758 1.386 6.158  0.078
51 H -0.587 -2.667 3.305  0.062
52 H 1.791 1.015 -7.957  0.076
53 H -4.253 -0.044 3.444  0.061
54 H 0.971 2.838 -7.086  0.054
55 H -0.165 -2.343 -6.088  0.082
56 H -0.651 3.845 2.946  0.089
57 H -1.835 1.474 -4.311  0.073
58 H 4.402 0.686 4.058  0.080
59 H 2.942 -3.431 4.604  0.086
60 H 0.019 3.901 -6.085  0.079
61 H 2.356 -3.067 6.245  0.056
62 H -1.180 -2.211 -7.512  0.070
63 H 0.555 -1.947 -7.652  0.073
64 H -0.817 -1.800 0.983  0.021
65 H -1.384 2.424 3.767  0.050
66 H 3.152 1.751 4.738  0.074
67 H 2.786 -1.812 -6.167  0.073
68 H -3.642 -2.611 1.651  -0.117
69 H -0.595 -1.945 6.667  0.074
70 H -1.721 1.109 -7.710  0.075
71 H 0.233 1.589 4.728  0.052
72 H -1.420 -0.029 -1.359  0.091
73 H -0.985 -0.012 0.842  0.033
74 H -2.334 -0.538 -7.787  0.071
75 H 4.108 0.041 6.410  0.077
76 H 2.344 -1.270 -4.538  0.072
77 H 2.762 -0.977 6.884  0.076
78 H -2.581 0.398 3.163  0.037
79 H -2.477 0.381 -6.293  0.076
80 H -0.659 2.635 -3.711  0.085

Properties
max |F|: 0.094 Eh/bohr
E_tot: -66499.3535 eV
net charge: -1
spin multiplicity: 1
frontier orbital gap: 7.14 eV

=====

Entry 6:
Entry from the OMol25 dataset: a 8-piece molecular cluster, C66H69NO17Si overall in a non-equilibrium geometry (ωB97M-V/def2-TZVPD).

Each line ends with the Löwdin charge.
Geometry (Å):
1 Si -0.505 -1.241 -1.502  0.651
2 O 8.212 0.880 0.702  0.071
3 O -10.351 2.719 -0.405  0.097
4 O 0.525 -4.375 4.434  0.100
5 O -1.693 -5.171 -0.627  -0.219
6 O 7.393 3.591 -4.439  0.068
7 O 5.383 -5.315 6.362  0.104
8 O -12.008 6.129 -3.431  0.105
9 O -6.853 -1.248 -0.066  0.101
10 O -4.884 5.354 0.971  0.106
11 O -15.781 3.208 -1.128  0.101
12 O 2.396 -3.201 4.282  -0.059
13 O 9.502 -3.704 3.023  0.118
14 O 0.252 5.431 -0.327  0.098
15 O 1.632 -8.191 8.755  0.105
16 O 11.143 3.472 -0.696  0.109
17 O 3.497 2.778 -3.111  0.091
18 O 3.768 8.063 -3.379  0.101
19 N -3.772 -0.325 -1.348  0.120
20 C 7.680 -1.386 1.052  0.024
21 C 2.488 -0.706 3.907  -0.146
22 C 0.106 -5.526 -5.193  -0.098
23 C 1.737 -4.930 2.436  0.016
24 C 9.711 -0.288 2.089  0.029
25 C -1.983 -2.908 0.437  -0.201
26 C -3.341 0.681 0.861  -0.032
27 C 1.930 1.284 -0.494  -0.204
28 C 4.872 -7.069 7.844  0.018
29 C 9.206 -2.655 2.492  -0.384
30 C 4.749 4.669 -3.738  0.026
31 C 10.283 3.499 -1.553  -0.377
32 C -1.852 6.472 -0.494  0.026
33 C -14.915 3.877 -1.656  -0.389
34 C -9.107 -0.601 -0.250  0.027
35 C 0.041 -4.155 -3.046  -0.062
36 C -13.480 3.622 -1.397  0.022
37 C -7.218 1.079 -0.134  0.028
38 C -0.926 5.414 -0.029  -0.372
39 C -0.881 -3.203 -3.643  -0.259
40 C 1.372 0.112 3.142  -0.204
41 C -2.781 4.316 1.140  0.019
42 C -1.517 -1.966 -2.937  -0.207
43 C 8.003 -2.538 1.636  0.027
44 C 8.088 2.756 -2.353  0.034
45 C 3.930 -7.793 8.445  0.019
46 C 2.314 0.324 0.695  -0.177
47 C -2.881 0.191 -0.587  -0.430
48 C -15.256 4.980 -2.584  0.018
49 C -8.096 2.075 -0.220  0.037
50 C 8.256 3.564 -3.581  -0.369
51 C 8.509 -0.173 1.235  -0.360
52 C -12.532 4.357 -1.975  0.020
53 C 2.450 4.841 -2.690  0.022
54 C -1.971 -4.487 0.597  -0.224
55 C 9.028 2.725 -1.410  0.030
56 C 1.777 0.600 -1.909  -0.243
57 C 2.491 -7.532 8.206  -0.388
58 C 1.507 -4.148 3.772  -0.493
59 C 2.706 -2.168 3.313  -0.167
60 C -14.308 5.715 -3.163  0.018
61 C -9.549 1.810 -0.328  -0.366
62 C -3.707 5.373 0.675  -0.384
63 C 10.450 4.309 -2.784  0.023
64 C -0.812 -4.583 -5.826  -0.086
65 C -1.285 -3.450 -5.043  -0.051
66 C 4.522 -5.973 6.911  -0.384
67 C -3.143 6.453 -0.167  0.026
68 C 1.969 1.113 2.053  -0.180
69 C 9.509 4.338 -3.725  0.023
70 C 3.707 6.851 -3.318  -0.386
71 C 3.560 3.990 -3.175  -0.360
72 C 10.035 -1.440 2.674  0.027
73 C -9.986 0.396 -0.337  0.027
74 C 2.518 6.169 -2.755  0.022
75 C -1.389 0.409 -1.009  -0.177
76 C -1.491 4.334 0.813  0.026
77 C -7.654 -0.336 -0.143  -0.374
78 C 2.142 -6.437 7.273  0.031
79 C 1.333 -0.921 -1.892  -0.249
80 C 0.535 -5.312 -3.815  -0.068
81 C -2.852 -5.253 -1.471  -0.100
82 C -12.873 5.460 -2.903  -0.384
83 C -0.550 -2.313 0.101  -0.234
84 C 3.084 -5.713 6.672  0.030
85 C 4.817 5.998 -3.803  0.028
86 H 7.408 -3.435 1.514  0.124
87 H -2.455 1.211 1.295  0.056
88 H -0.891 0.925 -0.154  0.054
89 H 5.678 6.514 -4.210  0.122
90 H -3.211 3.535 1.755  0.109
91 H 1.395 -5.993 2.519  0.102
92 H 1.186 -4.374 1.632  0.059
93 H -3.834 7.218 -0.497  0.125
94 H -1.420 1.028 -1.952  0.097
95 H 0.957 1.163 -2.448  0.097
96 H -1.144 -4.753 1.313  0.112
97 H -11.480 4.184 -1.795  0.097
98 H 5.554 4.029 -4.089  0.083
99 H -16.310 5.152 -2.763  0.121
100 H -2.553 -2.262 -2.604  0.075
101 H 1.240 -6.026 -3.321  0.098
102 H 1.589 4.327 -2.281  0.106
103 H 1.171 1.886 1.897  0.086
104 H 2.846 -4.908 5.988  0.097
105 H -1.423 7.253 -1.109  0.124
106 H 0.272 -3.079 0.135  0.058
107 H 10.305 0.609 2.211  0.127
108 H 1.086 -6.260 7.109  0.125
109 H -1.661 -1.162 -3.714  0.093
110 H 2.783 2.020 -0.590  0.110
111 H 3.811 -2.250 3.108  0.127
112 H 5.928 -7.245 8.007  0.121
113 H 7.165 2.196 -2.267  0.126
114 H -14.540 6.526 -3.843  0.121
115 H 1.041 1.924 -0.224  0.080
116 H -2.794 -2.590 -0.265  0.076
117 H -2.499 -5.107 -2.532  0.082
118 H 2.875 1.603 2.493  0.109
119 H 10.910 -1.543 3.303  0.125
120 H -0.799 3.568 1.143  0.107
121 H -7.794 3.115 -0.216  0.127
122 H 1.724 -0.621 0.750  0.066
123 H 9.614 4.923 -4.630  0.122
124 H -4.686 -0.371 -0.867  0.026
125 H 2.829 -4.923 2.174  0.092
126 H 2.683 0.707 -2.555  0.086
127 H -2.934 -4.860 1.045  0.127
128 H 6.805 -1.282 0.422  0.121
129 H -0.313 -1.583 0.934  0.054
130 H 0.803 0.697 3.920  0.107
131 H 1.538 -1.326 -2.929  0.086
132 H 8.919 2.137 -0.503  0.078
133 H 3.447 -0.137 3.998  0.111
134 H 0.372 -4.038 -1.993  0.087
135 H -13.248 2.812 -0.717  0.115
136 H 4.167 -8.598 9.129  0.121
137 H -3.620 -0.244 1.423  0.083
138 H 1.717 6.806 -2.403  0.113
139 H -2.291 -2.525 1.455  0.110
140 H -11.052 0.221 -0.417  0.123
141 H 11.373 4.869 -2.871  0.122
142 H -1.197 -4.680 -6.868  0.095
143 H -9.410 -1.640 -0.255  0.125
144 H 0.462 -6.423 -5.760  0.094
145 H -6.154 1.254 -0.055  0.089
146 H 2.116 -2.263 2.361  0.109
147 H -3.304 -6.286 -1.433  0.096
148 H -3.609 -4.448 -1.262  0.094
149 H 3.424 0.190 0.704  0.116
150 H -2.014 -2.742 -5.513  0.105
151 H 2.119 -0.864 4.961  0.118
152 H -4.211 1.372 0.698  0.059
153 H 1.961 -1.562 -1.206  0.075
154 H 0.642 -0.617 2.703  0.089

Properties
max |F|: 0.049 Eh/bohr
E_tot: -113725.7190 eV
net charge: 0
SMILES string: [H]/N=C(\C)C[Si@@](CCCCCCCCOC(C)=O)(CCCOC)Cc1ccccc1.O=C1C=CC(=O)C=C1.O=C1C=CC(=O)C=C1.O=C1C=CC(=O)C=C1.O=C1C=CC(=O)C=C1.O=C1C=CC(=O)C=C1.O=C1C=CC(=O)C=C1.O=C1C=CC(=O)C=C1
spin multiplicity: 1
frontier orbital gap: 6.73 eV